(w)
Molecular formula: C3H5NS
Method: DFT, wB97M-V/def2-TZVPD

```
10
C3H5NS, DFT wB97M-V/def2-TZVPD
S -3.237 -0.152 0.026
N 1.881 -0.217 0.073
C -1.724 0.233 -0.020
C -0.498 -0.474 -0.315
C 0.627 0.225 -0.235
H -0.557 -1.608 -0.320
H 2.514 0.529 0.511
H 0.464 1.264 -0.503
H -1.489 1.281 0.203
H 2.021 -1.081 0.579
```

## Properties
Spin multiplicity ... 1
Lowest unoccupied orbital energy ... 0.148 eV
Frontier orbital gap ... 0.3037 hartree

Population analysis type natural (NBO), resulting atomic charges in e: atom 1 (S): 0.018, atom 2 (N): -0.787, atom 3 (C): -0.316, atom 4 (C): -0.384, atom 5 (C): 0.097, atom 6 (H): 0.216, atom 7 (H): 0.393, atom 8 (H): 0.200, atom 9 (H): 0.167, atom 10 (H): 0.394

(x)
Molecular formula: C3H5NS
Method: DFT, wB97M-V/def2-TZVPD

```
10
C3H5NS, DFT wB97M-V/def2-TZVPD
S 2.989 -0.531 0.186
N 0.471 0.851 0.224
C -0.253 -0.171 -0.086
C -1.705 -0.344 0.278
C 2.088 0.712 -0.147
H -1.827 -1.396 0.763
H -1.944 0.460 1.061
H -2.385 -0.183 -0.569
H 2.314 1.482 -0.971
H 0.252 -0.880 -0.739
```

## Properties
Spin multiplicity ... 1
Lowest unoccupied orbital energy ... -0.341 eV
Frontier orbital gap ... 0.3153 hartree

Population analysis type natural (NBO), resulting atomic charges in e: atom 1 (S): 0.107, atom 2 (N): -0.446, atom 3 (C): 0.126, atom 4 (C): -0.679, atom 5 (C): -0.184, atom 6 (H): 0.236, atom 7 (H): 0.237, atom 8 (H): 0.238, atom 9 (H): 0.206, atom 10 (H): 0.158

Which is most stable, and by how much? (w), by 0.0287 hartree.